Molecular formula: C29H39N6O3S5SbSn
Method: DFT, ωB97M-V/def2-TZVPD

Element x y z (Å)
Sn  0.616875  0.865101  -0.331608
S  1.861396  1.803071  -2.358015
Sb  3.755036  2.101671  -0.862104
S  3.178730  0.257308  0.515707
S  0.694613  3.188482  0.779138
S  2.686182  3.743944  0.695321
C  0.485419  -1.306760  4.622577
C  0.905033  -1.188157  3.131599
N  0.637660  0.156307  2.666573
C  1.495985  1.108032  3.358024
C  1.252497  1.010206  4.883367
N  0.107293  0.064770  5.091245
C  -1.100659  0.548669  4.346859
C  -0.762315  0.499444  2.837508
H  1.292686  -1.676871  5.253592
H  -0.382401  -1.954083  4.750198
H  0.348968  -1.894882  2.518087
H  1.969264  -1.382122  2.994569
H  1.263841  2.102814  2.977711
H  2.529388  0.888587  3.092676
H  0.985370  1.974424  5.315461
H  2.114535  0.614585  5.420955
H  -0.112158  0.025361  6.082532
H  -1.316070  1.563579  4.679811
H  -1.941711  -0.093484  4.608494
H  -0.945461  1.459043  2.356113
H  -1.370313  -0.232190  2.304490
O  -4.610025  0.050967  -0.949523
C  -3.875056  -1.063278  -0.873411
O  -2.749017  -1.153130  -1.275407
C  -4.631830  -2.251331  -0.234339
N  -6.072230  -1.952235  -0.243911
C  -6.580317  -2.587575  -1.467450
C  -5.803600  -3.901508  -1.595506
C  -4.406362  -3.540420  -1.064588
H  -4.262642  -2.342572  0.788761
H  -5.499599  -0.189196  -0.610859
H  -6.528585  -2.352992  0.565534
H  -6.350553  -1.932872  -2.313144
H  -7.659134  -2.724350  -1.414348
H  -5.779534  -4.269459  -2.619925
H  -6.267276  -4.660753  -0.961994
H  -3.705536  -3.326238  -1.869533
H  -3.979998  -4.336567  -0.460317
S  2.225385  -4.351375  -0.592142
C  1.808777  -2.655247  -0.538788
N  0.659182  -2.371070  -0.049456
C  -0.019365  -3.509556  0.325490
C  -1.285628  -3.541523  0.906905
C  -1.820165  -4.759872  1.277617
C  -1.113929  -5.948030  1.069108
C  0.138906  -5.938655  0.484547
C  0.684444  -4.713536  0.117670
H  2.526096  -1.905793  -0.850520
H  -1.813665  -2.604321  1.032341
H  -2.797797  -4.804840  1.743116
H  -1.552812  -6.890967  1.368866
H  0.688552  -6.857793  0.330870
C  -4.345981  4.279387  -2.720862
N  -3.820455  2.987352  -2.329156
N  -3.391186  2.810804  -1.021331
C  -2.422436  1.814138  -0.979725
O  -2.005284  1.341645  0.082195
C  -2.158094  1.491382  -2.352469
C  -2.993541  2.231897  -3.120447
C  -3.122320  2.279966  -4.601286
C  -4.165191  3.181017  0.091550
C  -3.502308  3.631829  1.229607
C  -4.234639  3.927599  2.367959
C  -5.616409  3.787339  2.374378
C  -6.270973  3.351464  1.231718
C  -5.549410  3.044112  0.088882
H  -4.848235  4.730120  -1.869261
H  -5.066710  4.149015  -3.526412
H  -3.552263  4.954345  -3.056473
H  -1.447486  0.750336  -2.670102
H  -2.484012  1.520466  -5.044029
H  -2.819854  3.255519  -4.987071
H  -4.155369  2.100934  -4.903304
H  -2.426153  3.744193  1.201205
H  -3.723769  4.286376  3.252584
H  -6.183545  4.024426  3.265278
H  -7.347730  3.239284  1.232550
H  -6.047314  2.682693  -0.802119

Cartesian forces, eV/Å:
Sn 0.68 -0.54 0.10
S 0.73 0.28 0.10
Sb -0.76 0.14 -0.13
S -0.11 -0.11 -0.09
S -0.25 0.04 -0.03
S 0.28 0.17 -0.14
C 0.13 -0.40 -0.25
C -0.02 0.14 -0.08
N 0.02 0.07 0.00
C -0.05 -0.03 -0.05
C 0.36 0.26 -0.19
N -0.04 -0.02 0.21
C -0.33 0.11 -0.31
C 0.09 -0.01 -0.10
H -0.03 0.11 0.08
H -0.04 0.09 0.07
H 0.00 -0.04 0.05
H -0.02 -0.05 0.04
H 0.03 0.01 0.00
H 0.00 0.04 0.04
H -0.12 -0.08 0.07
H -0.09 -0.09 0.06
H 0.00 -0.01 0.00
H 0.09 -0.03 0.11
H 0.07 -0.03 0.10
H -0.03 0.04 0.09
H -0.02 -0.03 0.07
O 0.10 0.13 -0.14
C -0.11 -0.38 0.07
O -0.27 -0.07 0.09
C 0.13 0.17 -0.27
N -0.04 -0.03 0.11
C 0.04 -0.19 -0.04
C 0.02 0.15 0.07
C -0.09 0.05 0.00
H -0.04 0.02 0.01
H 0.05 -0.10 0.08
H 0.04 0.00 0.01
H -0.06 0.00 0.00
H -0.01 0.09 -0.02
H -0.01 -0.07 0.02
H -0.02 -0.03 -0.05
H 0.04 -0.06 0.02
H 0.04 -0.02 -0.02
S -0.15 0.03 0.02
C 0.12 -0.26 0.04
N -0.09 0.14 0.03
C 0.24 -0.48 -0.03
C -0.01 0.06 0.00
C -0.03 0.09 0.07
C 0.06 -0.12 -0.03
C -0.01 -0.04 0.04
C -0.02 0.21 -0.01
H -0.01 0.05 -0.04
H -0.05 0.00 0.00
H -0.01 0.02 -0.02
H 0.00 0.00 0.00
H -0.03 -0.02 -0.01
C 0.29 0.17 -0.08
N -0.53 -0.25 0.00
N 0.40 0.25 -0.06
C -0.10 0.03 0.42
O -0.39 0.40 -0.05
C 0.13 0.17 -0.15
C 0.05 -0.19 0.17
C -0.01 0.11 0.07
C -0.15 -0.09 0.10
C -0.01 -0.01 -0.06
C -0.01 0.00 -0.01
C -0.03 0.01 0.04
C -0.03 0.04 0.02
C 0.05 -0.02 -0.06
H -0.05 -0.02 -0.03
H 0.00 -0.02 0.02
H -0.01 0.03 0.05
H -0.04 -0.02 -0.09
H 0.01 0.01 -0.02
H 0.01 -0.01 -0.04
H 0.01 -0.01 -0.04
H 0.01 -0.01 0.01
H 0.01 0.00 0.00
H 0.00 0.01 0.00
H 0.00 0.02 -0.01
H 0.01 -0.01 -0.01

Values from the calculation:
- LUMO level: -0.0206 hartree
- E_tot: -4128.2745 a.u.
- Highest occupied orbital energy: -5.376 eV
- Gap between HOMO and LUMO: 4.81 eV

***

Molecular formula: C4H10ClP
Method: DFT, ωB97M-V/def2-TZVPD

Element x y z (Å)
C  -0.924748  0.543302  -1.185603
C  1.051394  -1.450630  -0.470200
C  -0.069491  1.799354  -1.179983
C  -0.089761  -0.367427  1.895879
P  -0.561668  -0.658930  0.098917
Cl  -2.529454  1.184386  -0.816774
H  -1.694261  -1.794347  0.208565
H  1.643936  -1.726341  0.374566
H  0.830966  -2.306908  -1.029064
H  1.496640  -0.745406  -1.077754
H  0.850237  1.716801  -0.446962
H  0.220426  1.990376  -2.210582
H  -0.552820  2.793880  -0.937237
H  0.202518  -1.298340  2.387979
H  0.910578  0.062813  1.998490
H  -0.784492  0.257418  2.389763

Cartesian forces, eV/Å:
C 0.39 3.35 1.04
C -2.45 0.15 1.51
C 1.78 0.70 0.20
C 2.37 -0.15 -0.46
P -1.59 -2.50 1.64
Cl -1.02 -0.74 -0.40
H 1.50 -0.10 -0.45
H 0.41 -0.02 0.52
H -0.34 -1.33 -0.94
H 1.31 1.48 -1.24
H -1.41 0.10 -1.63
H 0.90 -0.09 -0.14
H 0.02 -1.51 0.12
H -1.08 -0.41 0.04
H 0.02 0.83 -0.44
H -0.80 0.21 0.62

Values from the calculation:
- LUMO level (alpha / beta): 0.0300 / -0.0502 hartree
- E_tot: -959.7058 a.u.
- Multiplicity: 3
- Highest occupied orbital energy (alpha / beta): -3.705 / -10.545 eV
- Gap between HOMO and LUMO (alpha / beta): 4.52 / 9.18 eV

***

Molecular formula: C36H45N4O
Method: DFT, ωB97M-V/def2-TZVPD

Element x y z (Å)
C  1.512209  5.360971  3.518655
C  0.474540  5.004458  4.582671
N  -0.313861  3.812695  4.212004
C  -1.683050  3.741609  4.769457
C  -2.562291  2.762712  3.998120
C  -1.845061  1.416500  3.829526
C  -0.474642  1.582870  3.238766
C  0.240873  2.783026  3.444588
C  1.537581  2.906235  2.888703
C  2.051768  1.891902  2.119910
C  1.322014  0.718094  1.838300
C  1.872732  -0.249443  0.963466
C  1.234637  -1.393484  0.424638
C  2.001969  -2.419093  -0.167354
C  1.433571  -3.591162  -0.608053
C  0.037843  -3.790399  -0.486166
N  -0.560654  -4.975881  -0.926791
C  0.214832  -6.010549  -1.639527
C  1.666438  -6.053234  -1.167608
C  2.311259  -4.659524  -1.195170
C  -2.002539  -5.245295  -0.749397
C  -2.587866  -4.443798  0.409629
C  -2.228756  -2.958832  0.277035
C  -0.754353  -2.754505  0.063542
C  -0.163909  -1.578942  0.452167
C  0.076157  0.572835  2.490502
C  2.354438  4.143871  3.112905
H  0.997691  5.754022  2.632750
H  2.160808  6.174863  3.873071
H  0.964426  4.798635  5.540451
H  -0.206462  5.845617  4.756077
H  -1.599178  3.433265  5.816085
H  -2.120279  4.745631  4.767879
H  -3.534768  2.630348  4.492263
H  -2.784061  3.179739  3.008248
H  -1.753598  0.921661  4.803148
H  -2.436677  0.737727  3.201995
H  3.045224  1.986573  1.716336
H  2.902435  -0.098573  0.679489
H  3.064254  -2.283588  -0.255477
H  -0.267570  -6.983942  -1.495747
H  0.165933  -5.794932  -2.712315
H  1.696713  -6.444125  -0.142621
H  2.249676  -6.760730  -1.773418
H  2.568447  -4.385137  -2.224703
H  3.264253  -4.675552  -0.653216
H  -2.506407  -4.987030  -1.685689
H  -2.146201  -6.318734  -0.590342
H  -3.675652  -4.583727  0.477276
H  -2.176935  -4.824187  1.352743
H  -2.783639  -2.519159  -0.556170
H  -2.550954  -2.402042  1.167782
H  -0.802597  -0.756327  0.718455
H  -0.436963  -0.370751  2.475084
H  2.920953  4.363610  2.199080
H  3.109679  3.936259  3.878944
C  0.713784  -2.183052  -4.736475
C  -0.028725  -1.979436  -3.435732
N  -0.610764  -0.643213  -3.320822
C  -1.996131  -0.443286  -3.793176
C  -3.022049  -0.618818  -2.698486
C  0.250540  0.444256  -3.013240
C  -0.285225  1.631006  -2.483929
N  0.452081  2.760573  -2.143572
C  1.795327  2.892852  -2.411672
C  2.495014  4.016197  -2.075889
C  1.849026  5.055746  -1.436428
C  0.501772  4.941684  -1.146767
C  -0.176797  3.806059  -1.496947
O  1.470773  0.304871  -3.187356
H  1.232980  -3.143308  -4.771592
H  0.040271  -2.144219  -5.593775
H  1.459909  -1.396557  -4.868763
H  -0.819291  -2.724333  -3.298280
H  0.654362  -2.098451  -2.588963
H  -2.066181  0.549329  -4.248947
H  -2.184361  -1.155944  -4.603770
H  -4.031882  -0.380459  -3.038593
H  -3.033263  -1.649343  -2.347711
H  -2.798067  0.021829  -1.843789
H  -1.331850  1.653885  -2.250488
H  2.280692  2.073552  -2.906631
H  3.540379  4.100874  -2.320995
H  2.390863  5.944845  -1.158393
H  -0.013162  5.755601  -0.661939
H  -1.224454  3.714209  -1.278856

Cartesian forces, eV/Å:
C -0.04 -0.01 -0.26
C 0.19 -0.43 -0.03
N 0.31 -0.62 -1.16
C 0.40 -0.38 -0.02
C 0.07 -0.08 -0.27
C -0.32 -0.08 0.36
C -0.28 -0.40 -0.32
C -0.71 1.55 0.96
C 0.28 0.07 -0.22
C -0.46 0.09 0.20
C 0.24 -0.56 -0.12
C -0.83 -0.29 0.10
C 0.24 0.80 0.02
C -0.54 -0.36 -0.04
C 0.57 0.08 0.14
C -0.86 -1.75 -0.51
N 0.73 0.85 0.89
C 0.10 0.44 -0.04
C 0.10 0.05 0.28
C 0.20 -0.36 -0.29
C 0.24 0.50 -0.10
C 0.19 0.09 0.25
C -0.47 0.00 -0.18
C -0.16 0.29 0.47
C -0.20 -0.57 -0.36
C 0.00 0.57 0.39
C 0.29 0.41 0.17
H -0.03 -0.12 0.11
H -0.21 -0.29 0.03
H 0.09 0.07 0.01
H 0.02 -0.25 -0.15
H -0.12 -0.02 0.07
H 0.17 -0.12 -0.12
H 0.37 0.07 0.03
H 0.10 -0.02 0.07
H -0.07 0.09 0.04
H 0.10 0.19 0.10
H 0.22 0.15 -0.21
H 0.29 -0.01 -0.05
H 0.36 -0.03 0.00
H 0.03 0.26 0.13
H 0.08 -0.02 -0.05
H -0.09 0.10 -0.10
H -0.25 0.25 0.05
H -0.12 -0.05 -0.02
H -0.17 -0.06 -0.07
H -0.16 -0.02 -0.01
H 0.16 0.15 0.01
H 0.30 0.04 -0.21
H 0.03 -0.01 -0.13
H -0.02 -0.09 -0.02
H 0.10 -0.19 -0.16
H -0.14 -0.01 0.03
H -0.11 -0.05 0.00
H -0.14 0.03 0.17
H -0.09 0.06 0.08
C 0.26 -0.05 -0.50
C 0.33 0.61 0.28
N -0.47 0.86 0.16
C 0.88 0.12 -0.01
C -0.33 0.02 0.20
C 0.37 -0.94 -0.50
C -0.78 0.28 0.19
N -0.13 -0.20 0.00
C -0.11 -0.41 -0.22
C -0.42 0.64 0.39
C 0.47 0.43 0.18
C 0.13 -0.15 -0.13
C 0.35 -0.12 -0.19
O 0.39 -0.58 0.19
H -0.07 -0.09 0.07
H -0.09 -0.03 -0.01
H -0.12 -0.12 0.12
H -0.11 0.11 -0.05
H 0.01 0.00 -0.19
H -0.01 -0.05 0.12
H 0.05 0.03 0.07
H 0.02 0.00 -0.08
H 0.02 -0.07 -0.01
H 0.02 0.00 0.01
H -0.14 0.41 0.19
H -0.33 -0.28 -0.06
H 0.11 -0.18 -0.08
H 0.05 0.15 0.00
H -0.20 -0.04 0.06
H -0.18 -0.36 -0.14

Values from the calculation:
- LUMO level: -0.1485 hartree
- E_tot: -1692.8453 a.u.
- Total charge: +1
- Highest occupied orbital energy: -8.978 eV
- Gap between HOMO and LUMO: 4.94 eV

***

Number 3 is which compound?
C36H45N4O